# 1
# C33H37ClO2RuSi2

A structure of composition C33H37ClO2RuSi2 (ωB97M-V/def2-TZVPD, OMol25).

Energy above the lowest of the compared OMol25 structures with the same formula, charge and spin ... 0.00 kcal per mole
⟨S²⟩ ... 6.140
HOMO (spin up / spin down) ... -12.736 / -13.786 eV
Strongest force on any atom ... 2.6 eV/A
Charge ... +2
2S+1 ... 5
M ... 658.4 Da
Energy ... -69750.1890 eV

Structure (XYZ):
```
76
Properties=species:S:1:pos:R:3:lowdin_spin:R:1
C 0.46280 2.48415 3.76146 0.086
C 0.95308 1.54069 2.75308 -0.082
C 1.25642 2.31892 1.57159 0.053
H 1.20784 0.48381 2.96670 -0.003
C 0.88733 3.68937 1.78930 0.036
C 0.47746 3.79181 3.17228 -0.047
H 0.34133 4.75145 3.73995 -0.003
H 0.32313 2.23419 4.82931 0.006
H 1.84396 1.94771 0.69465 0.005
H 1.04511 4.52668 1.11120 0.004
Ru -1.16357 2.56955 2.03129 1.869
Si 0.88481 -0.84032 -0.58747 0.515
C 1.45335 -2.53619 -0.71227 0.100
C 0.73962 -3.68183 -0.29852 0.020
H -0.36014 -3.67069 -0.43191 0.003
C 1.41414 -4.79841 0.26088 0.003
H 0.85935 -5.72881 0.51017 0.000
C 2.80459 -4.75859 0.45803 0.001
H 3.35336 -5.62295 0.83034 0.000
C 3.53321 -3.58133 0.17116 0.013
H 4.61330 -3.52705 0.30519 0.001
C 2.83741 -2.48670 -0.38442 0.021
H 3.33659 -1.49971 -0.45360 0.005
C 1.28885 0.59022 -1.78569 0.091
C 2.41245 0.72618 -2.65654 0.017
H 3.02610 -0.15736 -2.86604 0.001
C 2.74879 1.95812 -3.22458 0.003
H 3.63170 2.05612 -3.89060 0.000
C 1.93069 3.07770 -2.98184 0.006
H 2.17591 4.05095 -3.43049 0.000
C 0.74743 2.97056 -2.24116 0.001
H 0.03211 3.80854 -2.11310 0.000
C 0.44964 1.71042 -1.67728 0.031
H -0.49162 1.59813 -1.14594 0.017
H -1.58394 1.12011 2.41959 -0.018
Si -2.32947 -0.30377 -2.37816 0.245
C -1.92104 0.80072 -3.85936 0.127
C -1.08911 0.55323 -4.96630 0.021
H -0.73683 -0.43055 -5.26091 0.001
C -0.73065 1.53626 -5.88610 0.005
H -0.00047 1.27786 -6.65462 0.001
C -1.38160 2.74292 -5.83428 0.007
H -1.17139 3.47852 -6.58858 0.000
C -2.33533 2.97419 -4.83110 0.011
H -2.90267 3.88787 -4.80884 0.001
C -2.60458 2.04059 -3.83978 0.012
H -3.37295 2.23413 -3.09084 0.002
C -1.48851 -1.85231 -3.15887 0.201
C -0.16086 -1.80231 -3.68302 0.087
H 0.30894 -0.90939 -4.10308 0.002
C 0.73248 -2.85998 -3.70062 0.029
H 1.80187 -2.68372 -3.88828 -0.001
C 0.22915 -4.11908 -3.35900 0.209
H 0.92531 -4.93931 -3.16648 0.007
C -1.15198 -4.28939 -3.17596 0.028
H -1.54347 -5.31386 -2.98799 -0.001
C -2.00940 -3.17125 -3.16212 0.095
H -3.08044 -3.36564 -3.09462 0.003
H 1.79086 -0.45094 0.45193 0.047
Cl -3.11348 1.46455 1.13672 0.088
C -2.39445 2.32538 5.71793 0.005
O -1.71676 1.14657 5.33557 0.007
C -2.34796 -0.05413 5.72732 0.000
C -1.55270 -1.20667 5.12129 0.000
O -0.19842 -0.87699 4.87244 0.000
C 0.60388 -0.79577 6.06180 0.000
H -2.39786 2.45004 6.80382 0.000
H -1.85055 3.15702 5.26212 0.004
H -3.43132 2.34305 5.34496 0.000
H -2.36308 -0.14878 6.83129 0.000
H -3.37891 -0.10415 5.34130 0.000
H -1.60950 -2.09434 5.77086 0.000
H -1.96815 -1.42980 4.13071 0.000
H 0.28405 0.04180 6.71052 0.000
H 0.54924 -1.74049 6.63675 0.000
H 1.63554 -0.62758 5.72686 0.000
```

---

# 2
# C33H37FN2O18PS

A cluster of 5 separate species, C33H37FN2O18PS in total (ωB97M-V/def2-TZVPD, OMol25).

HOMO ... -10.740 eV
Strongest force on any atom ... 0.9 eV/A
Charge ... +1
2S+1 ... 1
M ... 831.7 Da
Energy ... -97488.4028 eV

Structure (XYZ):
```
93
Properties=species:S:1:pos:R:3:mulliken_charge:R:1
C -5.46188 1.21773 -1.12697 -0.966
O -4.18603 0.75977 -0.72924 -0.137
C -3.10494 1.62394 -1.06296 -1.043
C -1.99853 1.49443 0.00196 0.132
C -1.65747 2.80602 0.73215 -1.940
C -2.51881 3.11588 1.97419 1.748
C -2.38403 4.64462 2.33092 -1.055
N -3.39413 5.53931 1.83045 -0.612
C -3.95864 2.68138 1.82415 -1.238
O -4.58754 2.78036 3.10256 -0.535
C -4.25270 1.66451 3.90244 -0.281
P -5.39058 0.21382 3.65876 0.183
S -4.95889 -1.32993 4.73090 -0.341
C -2.77106 1.26228 3.79650 -0.248
F -2.54072 0.18217 3.02476 -0.216
N -1.93658 2.35053 3.17784 -0.055
H -5.58824 2.29309 -0.94563 0.351
H -6.20994 0.67564 -0.54563 0.288
H -5.65098 1.02860 -2.18947 0.334
H -2.70014 1.29985 -2.02699 0.539
H -3.46781 2.65426 -1.17440 0.414
H -1.09202 1.14110 -0.49018 0.328
H -2.30009 0.68836 0.67547 -0.023
H -1.82824 3.63287 0.03208 0.624
H -0.58933 2.84535 0.97590 0.536
H -2.35319 4.77028 3.41889 0.398
H -1.42342 4.97935 1.92665 0.463
H -3.48769 5.53126 0.82419 0.287
H -4.29549 5.39985 2.26625 0.270
H -4.47971 3.32394 1.11396 0.713
H -4.04687 1.65719 1.44821 0.035
H -4.43611 1.97268 4.93797 0.616
H -6.62806 0.79597 3.95886 0.121
H -5.39818 0.05725 2.26149 0.026
H -2.37493 1.06061 4.79211 0.534
H -1.67168 2.99533 3.92597 0.547
H -1.07063 1.89947 2.87046 0.258
C 3.26492 -1.47773 1.11412 -1.037
C 2.30117 -0.55529 1.02970 0.147
C 2.19028 0.40573 -0.12551 1.235
O 1.25805 1.20276 -0.08979 -0.502
C 3.16096 0.33985 -1.18460 -1.106
C 4.13244 -0.58556 -1.11614 0.313
C 4.23772 -1.55564 0.04143 0.934
O 5.14950 -2.36168 -0.00401 -0.691
O 5.06733 -0.72657 -2.03646 -0.589
O 1.33967 -0.39294 1.93876 -0.665
H 3.35479 -2.16895 1.93997 0.588
H 3.07009 1.04218 -2.00113 0.634
H 5.63967 -1.46532 -1.75354 0.349
H 0.78654 0.31808 1.56430 0.337
C 7.94530 -5.79561 2.25475 -0.878
C 7.09483 -4.77261 2.06767 0.496
C 6.00830 -4.45836 3.07210 0.908
O 5.28912 -3.49956 2.85856 -0.522
C 5.87630 -5.30659 4.24028 -1.155
C 6.72427 -6.32943 4.41635 0.369
C 7.82569 -6.62999 3.43042 1.055
O 8.55242 -7.57126 3.68961 -0.621
O 6.68265 -7.15344 5.45051 -0.574
O 7.17202 -3.99242 1.00293 -0.533
H 8.72916 -6.02815 1.54795 0.436
H 5.08798 -5.07868 4.94353 0.438
H 7.41486 -7.78812 5.32143 0.371
H 6.46377 -3.31462 0.98117 0.292
C -4.43734 -4.38842 -1.16560 -1.064
C -4.52906 -4.29296 -2.50125 0.329
C -3.70577 -3.30546 -3.29619 0.961
O -3.85623 -3.30172 -4.50189 -0.615
C -2.79790 -2.42368 -2.58325 -0.916
C -2.70999 -2.52547 -1.25256 0.038
C -3.52204 -3.51949 -0.45996 1.204
O -3.35447 -3.51427 0.74737 -0.661
O -1.91870 -1.77067 -0.49731 -0.433
O -5.33520 -5.04013 -3.23538 -0.561
H -5.02203 -5.09145 -0.58945 0.451
H -2.21958 -1.71436 -3.15875 0.519
H -2.05864 -2.08613 0.41915 0.337
H -5.19655 -4.77262 -4.16438 0.377
C 1.17117 3.71285 -6.16046 -1.029
C 1.30889 3.30879 -4.89307 0.219
C 2.64641 3.27600 -4.19662 1.156
O 2.63346 2.90117 -3.03224 -0.635
C 3.82511 3.67461 -4.92279 -1.106
C 3.69605 4.07889 -6.19774 0.380
C 2.35327 4.13226 -6.89410 1.071
O 2.34447 4.52750 -8.04178 -0.598
O 4.70973 4.46328 -6.94836 -0.559
O 0.30257 2.90290 -4.12332 -0.524
H 0.21763 3.74153 -6.66829 0.450
H 4.77927 3.63550 -4.41673 0.451
H 4.33817 4.70642 -7.81912 0.375
H 0.71281 2.67595 -3.26490 0.304
```

---

# 3
# C33H37N2O3PRhSi

A structure of composition C33H37N2O3PRhSi (ωB97M-V/def2-TZVPD, OMol25).

Energy above the lowest of the compared OMol25 structures with the same formula, charge and spin ... 89.63 kcal per mole
HOMO ... -2.651 eV
Strongest force on any atom ... 2.1 eV/A
Charge ... -1
2S+1 ... 1
M ... 671.6 Da
Energy ... -64120.1393 eV

Structure (XYZ):
```
78
Properties=species:S:1:pos:R:3:mulliken_charge:R:1
Rh -0.60271 -1.18391 1.53059 -0.069
N 0.77404 -0.80313 3.44679 -0.404
C 1.00327 -2.19033 3.90111 -0.502
C -0.35885 -2.85968 4.01551 0.603
O -0.62700 -3.56141 5.00013 -0.783
N -1.15425 -2.46561 3.03779 0.069
C -2.58914 -2.37901 3.24231 -1.171
C -2.94451 -0.89760 3.27962 0.790
O -3.94470 -0.49093 3.85913 -0.776
O -2.09842 -0.13047 2.63654 -0.637
H 0.22144 -0.29302 4.13077 0.178
H 1.64606 -0.30576 3.31521 0.273
H 1.62524 -2.70539 3.16388 -0.019
H 1.48821 -2.25737 4.87394 0.494
H -3.13925 -2.81680 2.40200 0.231
H -2.90790 -2.85304 4.16648 0.459
C -0.79238 3.73632 -1.69924 -1.302
C -1.86547 3.35159 -0.70410 1.048
C -2.87250 4.29537 -0.49364 -0.990
C -3.91680 4.09336 0.39408 -0.695
C -3.98704 2.91102 1.10981 -0.840
C -3.00486 1.95218 0.92157 -1.376
C -1.94531 2.14779 0.02551 1.420
P -0.78672 0.72051 -0.05470 1.869
C 0.81510 1.39280 -0.57273 0.496
C 1.38801 1.07792 -1.79428 -0.180
C 2.53636 1.69785 -2.27960 -1.078
C 3.08017 2.78980 -1.53793 -0.706
C 2.62017 3.09799 -0.30956 -1.430
C 1.65232 2.20174 0.42801 2.174
C 0.80814 3.00937 1.42547 -1.920
C -1.43976 -0.21504 -1.48898 -0.055
C -1.59197 0.28287 -2.78100 0.185
C -1.87799 -0.57283 -3.83623 -0.768
C -2.00455 -1.93796 -3.59449 -0.651
C -1.95774 -2.41951 -2.29420 -1.098
C -1.74820 -1.55141 -1.22129 0.645
C -1.94356 -1.98530 0.19016 -1.413
H -1.18922 4.49668 -2.37413 0.482
H -0.42178 2.90685 -2.28884 0.103
H 0.08411 4.15656 -1.19951 0.296
H -2.82647 5.22164 -1.05690 0.419
H -4.66786 4.86307 0.52671 0.383
H -4.78446 2.73401 1.81968 0.501
H -3.02834 1.04310 1.50973 0.426
H 0.88237 0.38004 -2.44661 0.293
H 2.93169 1.43173 -3.25033 0.377
H 3.85887 3.40071 -1.98493 0.351
H 3.02497 3.94505 0.23837 0.279
H 1.47116 3.53270 2.11929 0.617
H 0.16001 2.35578 2.01935 0.139
H 0.17741 3.75075 0.93528 0.285
H -1.46971 1.34232 -2.97224 0.263
H -1.97131 -0.18173 -4.84225 0.428
H -2.17139 -2.62173 -4.41883 0.371
H -2.12466 -3.47308 -2.09584 0.415
H -2.06289 -3.06133 0.29268 0.535
H -2.80392 -1.46908 0.62281 0.421
C 1.05438 -4.24791 0.63624 -1.451
Si 1.01215 -2.37603 0.50635 0.133
C 2.50725 1.21819 1.25693 -0.309
C 2.09469 -2.07687 -1.00989 0.813
C 1.56640 -2.16289 -2.30440 -0.355
C 2.36921 -1.96657 -3.42273 -0.447
C 3.72103 -1.68904 -3.27109 -0.624
C 4.26354 -1.60081 -1.99719 -0.535
C 3.45517 -1.78477 -0.88167 -0.333
H 2.07969 -4.59973 0.78410 0.433
H 0.70024 -4.67079 -0.31380 0.435
H 0.42577 -4.62164 1.44768 0.371
H 3.08987 1.75406 2.01462 0.701
H 1.84052 0.51213 1.73881 -1.148
H 3.18875 0.67700 0.59673 0.076
H 0.51417 -2.37374 -2.44746 0.363
H 1.93326 -2.02616 -4.41388 0.388
H 4.34688 -1.53551 -4.14266 0.392
H 5.31521 -1.37100 -1.87103 0.383
H 3.89634 -1.69488 0.10641 0.261
```

---

Which value of energy does entry 3 give? -64120.1393 eV

---

Which value of energy does entry 3 give? -64120.1393 eV